(1)
Below is C5H10O in the gas phase, with properties calculated with wB97M-V/def2-TZVPD.

Output
Energy = -7393.806 eV
ΔE to the lowest compared entry with this formula, charge and spin = 22.1 kcal/mol
Strongest force on any atom = 0.008 Eh/bohr
Kohn-Sham gap = 11.169 eV
Structure (SMILES) = C[C@@H](O)C1CC1

```
16
Properties=species:S:1:pos:R:3:nbo_charge:R:1
C -1.911 -0.396 0.225 -0.62
C -0.754 0.319 -0.451 0.10
O -1.175 1.654 -0.684 -0.72
C 0.510 0.297 0.383 -0.26
C 1.301 -0.967 0.530 -0.42
C 1.855 0.169 -0.282 -0.42
H -2.089 0.022 1.222 0.21
H -1.690 -1.464 0.326 0.21
H -2.824 -0.280 -0.367 0.22
H -0.542 -0.185 -1.412 0.15
H -0.408 2.148 -1.001 0.47
H 0.451 0.941 1.259 0.22
H 1.749 -1.173 1.498 0.22
H 0.955 -1.853 0.002 0.21
H 1.874 0.043 -1.363 0.21
H 2.697 0.726 0.117 0.22
```

=====

(2)
Below is 3 unconnected molecules or ions with the total composition C5H10O at a distorted geometry, with properties calculated with wB97M-V/def2-TZVPD.

Output
Energy = -7392.705 eV
ΔE to the lowest compared entry with this formula, charge and spin = 47.5 kcal/mol
Strongest force on any atom = 0.026 Eh/bohr
Kohn-Sham gap = 10.786 eV

```
16
Properties=species:S:1:pos:R:3:nbo_charge:R:1
C -1.571 0.488 -1.353 -0.60
C -1.167 -0.159 -0.030 -0.46
C -0.070 0.596 0.690 -0.18
C 0.372 0.307 1.912 -0.41
C 1.739 -0.605 -1.698 0.51
O 2.389 0.319 -1.819 -0.51
H -0.735 0.479 -2.062 0.20
H -2.408 -0.044 -1.815 0.21
H -1.872 1.531 -1.210 0.20
H -2.041 -0.238 0.629 0.21
H -0.835 -1.188 -0.220 0.22
H 0.388 1.428 0.153 0.19
H 2.121 -1.389 1.163 0.00
H 1.181 0.866 2.373 0.20
H -0.044 -0.518 2.489 0.19
H 2.554 -1.873 0.798 -0.01
```

=====

(3)
Below is 2 unconnected molecules or ions with the total composition C5H10O, with properties calculated with wB97M-V/def2-TZVPD.

Output
Energy = -7389.822 eV
ΔE to the lowest compared entry with this formula, charge and spin = 114.0 kcal/mol
Strongest force on any atom = 0.008 Eh/bohr
Kohn-Sham gap = 8.679 eV

```
16
Properties=species:S:1:pos:R:3:nbo_charge:R:1
C -0.130 1.667 -0.965 -0.78
C 0.122 0.817 0.225 0.13
C -2.165 -1.340 -0.143 -0.86
C 1.103 -0.200 -0.042 -0.15
C 2.215 -0.088 0.960 -0.04
O 1.350 -1.175 0.973 -0.46
H -0.109 2.728 -0.700 0.25
H -1.184 1.476 -1.212 0.27
H 0.463 1.502 -1.877 0.18
H -1.652 -0.579 0.457 0.23
H -3.202 -1.037 -0.306 0.21
H -2.139 -2.288 0.398 0.22
H -1.668 -1.468 -1.111 0.20
H 1.391 -0.537 -1.045 0.18
H 3.225 -0.259 0.584 0.19
H 2.112 0.606 1.791 0.21
```

=====

Number 1: molecular weight 86.134 g mol⁻¹. Number 2: molecular weight 86.134 g mol⁻¹. Number 3: molecular weight 86.134 g mol⁻¹.